Here is the molecule C6H12 from the OMol25 dataset. Energies are from the ωB97M-V functional and the def2-TZVPD basis.

Output
HOMO-LUMO gap ... 7.818 eV
F_max ... 0.3 eV/Å

XYZ file:
```
18
Properties=species:S:1:pos:R:3:forces:R:3:lowdin_charge:R:1
C 2.160 -0.400 0.520 0.3 -0.2 0.0 -0.097
C 1.085 -0.066 -0.361 -0.1 0.0 -0.2 -0.296
C -0.303 1.281 0.558 -0.1 0.1 0.0 -0.137
C -1.571 0.491 0.314 0.0 -0.1 0.0 -0.263
C -1.335 -0.389 -0.920 0.0 0.0 -0.1 -0.215
C 0.013 -1.069 -0.716 0.0 0.0 0.1 -0.186
H 1.049 0.488 0.807 -0.2 0.2 0.0 0.128
H 3.098 0.138 0.464 -0.2 -0.1 0.0 0.046
H 2.084 -1.286 1.142 0.0 0.1 -0.1 0.051
H 1.309 0.668 -1.133 0.0 -0.1 0.1 0.134
H -0.203 2.166 -0.078 0.0 -0.1 0.0 0.075
H -0.164 1.584 1.608 0.1 -0.1 -0.1 0.082
H -1.780 -0.159 1.174 0.0 0.1 -0.1 0.108
H -2.458 1.124 0.178 0.1 -0.1 0.0 0.102
H -2.134 -1.125 -1.065 0.1 0.1 0.0 0.108
H -1.303 0.234 -1.823 0.0 -0.1 0.1 0.113
H -0.054 -1.815 0.086 0.0 0.1 -0.1 0.122
H 0.360 -1.594 -1.615 0.0 0.1 0.1 0.126
```
Forces are in eV/Å.

=====

Here is the molecule C5H7NO from the OMol25 dataset. Energies are from the ωB97M-V functional and the def2-TZVPD basis.

Output
HOMO-LUMO gap ... 8.702 eV
F_max ... 0.9 eV/Å
Structure (SMILES) ... Cc1occc1N

XYZ file:
```
14
Properties=species:S:1:pos:R:3:forces:R:3:lowdin_charge:R:1
C -1.479 -1.010 0.258 -0.5 0.2 -0.7 -0.029
C -0.328 -0.555 -0.587 0.0 0.0 0.4 -0.271
C 0.239 0.692 -0.446 0.2 -0.1 0.1 -0.306
N -0.371 1.896 -0.783 0.0 -0.2 0.3 0.114
C 1.526 0.489 0.152 0.0 0.0 -0.3 -0.002
C 1.672 -0.862 0.266 0.4 0.2 -0.3 -0.124
O 0.637 -1.509 -0.256 0.5 0.0 0.1 -0.032
H -2.230 -0.233 0.419 0.0 -0.2 0.0 0.079
H -1.904 -1.925 -0.139 -0.4 -0.1 0.1 0.074
H -0.931 -1.252 1.173 -0.8 0.1 0.5 0.090
H -0.138 2.704 -0.225 0.1 -0.2 0.0 0.090
H -1.366 1.819 -0.953 0.2 0.0 0.0 0.090
H 2.229 1.247 0.448 0.1 0.0 0.0 0.101
H 2.445 -1.500 0.671 0.2 0.3 -0.2 0.125
```
Forces are in eV/Å.

=====

Here is the molecule C2H10N4 in a non-equilibrium geometry from the OMol25 dataset. Energies are from the ωB97M-V functional and the def2-TZVPD basis.

Output
HOMO-LUMO gap ... 9.364 eV
F_max ... 7.5 eV/Å
Structure (SMILES) ... CN(N)NCN

XYZ file:
```
16
Properties=species:S:1:pos:R:3:forces:R:3:lowdin_charge:R:1
C -0.701 0.904 0.797 -7.1 2.3 0.2 -0.279
C 0.680 -1.692 -0.049 -0.5 0.1 -0.4 -0.108
N 0.873 -0.244 -0.022 0.1 0.3 -1.4 -0.298
N -0.491 0.514 -0.538 5.0 -3.2 1.1 0.017
N 1.956 0.197 -0.808 0.1 0.1 -0.6 -0.003
N -2.339 0.919 0.675 0.6 1.1 1.7 -0.039
H -0.130 1.328 -1.037 0.2 -0.2 0.0 0.096
H 2.844 -0.101 -0.405 -0.4 0.1 0.2 0.079
H 1.901 -0.198 -1.747 0.1 -0.2 -0.1 0.067
H -2.743 1.851 0.733 0.2 -0.1 0.2 0.017
H -2.752 0.505 -0.156 1.0 -0.1 0.0 0.024
H -0.430 1.940 0.999 0.3 0.0 0.2 0.100
H -0.538 0.317 1.699 0.4 -0.6 -0.9 0.098
H 0.481 -2.066 -1.062 0.0 0.0 0.0 0.073
H 1.565 -2.214 0.339 -0.1 0.4 0.0 0.080
H -0.173 -1.959 0.581 0.1 0.1 -0.1 0.076
```
Forces are in eV/Å.

=====

Here is a structure of composition C36H79NO12S in a non-equilibrium geometry from the OMol25 dataset. Energies are from the ωB97M-V functional and the def2-TZVPD basis.

Output
HOMO-LUMO gap ... 9.173 eV
F_max ... 3.9 eV/Å

XYZ file:
```
129
Properties=species:S:1:pos:R:3:forces:R:3:lowdin_charge:R:1
C 1.630 -0.851 0.823 0.0 0.8 -0.2 -0.114
O 0.943 -1.550 -0.224 0.0 -0.1 1.2 -0.206
C -0.205 -2.237 0.291 -1.3 -0.7 -1.1 -0.237
C -1.519 -1.733 -0.442 1.1 0.5 1.1 -0.151
C -1.832 -0.209 -0.139 -0.3 -0.6 -0.9 -0.166
C -3.401 -0.007 -0.180 -0.1 1.3 -0.1 -0.087
C -3.915 1.087 0.838 0.4 -0.4 0.9 -0.344
C -3.567 0.783 2.385 0.3 -0.5 -0.5 -0.170
N -4.411 -0.324 2.885 0.8 0.6 0.4 0.016
O -5.396 0.991 0.890 -0.4 2.8 0.3 -0.190
S -5.939 2.499 1.333 -3.4 1.5 -1.2 0.722
O -6.698 2.530 2.568 2.7 -0.8 -0.1 -0.250
O -6.785 3.081 0.296 2.0 -1.2 0.1 -0.268
O -4.496 3.358 1.312 -1.1 -1.6 0.6 -0.171
C -3.760 2.575 0.344 -0.2 -1.6 -2.3 -0.286
C -2.410 3.066 -0.245 -0.1 1.5 1.3 -0.073
C -1.273 3.323 0.781 2.1 -0.2 0.6 -0.179
C -1.431 3.912 2.100 2.0 -0.5 -0.7 -0.021
C -0.234 4.125 2.921 0.2 -0.5 -1.5 -0.064
C 1.110 3.787 2.461 -1.6 -0.3 -1.0 -0.067
C 1.280 3.174 1.148 -2.5 0.8 0.5 -0.074
C 0.090 2.964 0.344 -0.2 0.5 1.2 -0.057
H 0.943 -0.053 1.217 0.7 -0.6 0.0 0.078
H 1.972 -1.527 1.651 -0.3 0.5 -0.7 0.093
H 2.515 -0.328 0.374 -0.8 -0.6 0.3 0.092
H -0.125 -3.330 0.029 0.2 1.1 0.5 0.107
H -0.330 -2.146 1.406 0.3 0.0 -1.0 0.129
H -2.355 -2.367 -0.041 0.7 0.4 -0.7 0.108
H -1.355 -1.857 -1.543 -0.4 -0.1 0.9 0.120
H -1.361 0.377 -0.978 -0.5 -0.4 1.0 0.106
H -1.358 0.152 0.808 -0.5 -0.5 -0.7 0.096
H -3.686 0.349 -1.212 0.1 -0.4 1.0 0.111
H -3.971 -0.962 -0.032 0.6 0.8 0.2 0.118
H -3.747 1.683 3.029 0.2 -0.7 -0.7 0.115
H -2.498 0.479 2.498 -0.8 0.5 -0.2 0.112
H -5.294 0.021 3.255 0.1 -0.3 -0.5 0.066
H -4.539 -1.054 2.189 -0.2 0.3 0.3 0.065
H -4.462 2.585 -0.549 1.0 -0.1 0.5 0.139
H -2.085 2.325 -1.018 -0.4 0.6 0.7 0.113
H -2.606 4.051 -0.783 0.2 -1.4 0.6 0.123
H -2.433 4.214 2.475 0.9 -0.3 -0.3 0.101
H -0.347 4.590 3.929 0.1 -0.5 -1.0 0.094
H 1.994 3.992 3.104 -1.0 -0.3 -0.8 0.064
H 2.262 2.897 0.710 -0.8 0.3 0.6 0.098
H 0.219 2.500 -0.669 -0.2 0.5 1.0 0.107
C -3.852 2.225 -5.454 0.3 0.0 -0.1 -0.064
C -4.518 1.098 -4.680 -0.4 0.6 -0.1 -0.491
C -5.998 0.996 -5.016 -0.1 -0.2 0.0 -0.061
O -4.362 1.324 -3.280 0.2 -0.2 0.2 -0.070
H -4.304 3.190 -5.202 -0.1 -0.1 0.0 0.081
H -2.793 2.294 -5.195 0.0 -0.1 0.0 0.076
H -3.939 2.071 -6.531 0.0 0.0 0.0 0.080
H -4.023 0.152 -4.911 0.0 0.0 0.2 0.140
H -6.522 1.918 -4.749 0.1 0.0 -0.1 0.084
H -6.465 0.190 -4.446 0.1 0.0 -0.1 0.081
H -6.149 0.804 -6.080 0.0 0.0 0.0 0.080
H -4.797 2.159 -3.063 0.0 -0.1 -0.1 0.089
C -0.666 -6.706 2.116 -0.3 0.1 -0.1 -0.065
C 0.474 -6.361 1.169 0.3 -0.3 0.8 -0.491
C 1.632 -7.334 1.318 0.1 0.1 0.0 -0.067
O 0.929 -5.034 1.437 -0.1 0.2 -0.2 -0.070
H -0.336 -6.652 3.158 0.1 -0.1 -0.1 0.081
H -1.486 -5.993 2.005 0.0 -0.1 -0.1 0.076
H -1.049 -7.711 1.924 0.0 0.0 0.0 0.079
H 0.112 -6.376 0.138 0.1 0.2 0.0 0.137
H 2.039 -7.302 2.335 -0.2 0.0 0.1 0.083
H 2.443 -7.069 0.644 -0.1 -0.1 0.0 0.054
H 1.318 -8.358 1.102 0.1 0.0 0.0 0.085
H 1.251 -5.009 2.346 0.0 -0.1 -0.1 0.090
C 4.263 -6.087 -2.417 0.2 0.1 0.3 -0.060
C 4.273 -7.536 -1.957 -0.4 0.2 -0.7 -0.486
C 4.505 -8.484 -3.123 0.2 -0.2 0.1 -0.063
O 3.027 -7.847 -1.331 0.2 -0.2 0.1 -0.077
H 3.456 -5.912 -3.136 0.1 -0.1 -0.1 0.078
H 4.085 -5.418 -1.572 0.0 -0.1 0.0 0.083
H 5.210 -5.814 -2.885 -0.1 0.0 0.0 0.066
H 5.055 -7.678 -1.207 -0.2 -0.1 0.1 0.141
H 3.706 -8.390 -3.865 0.0 0.1 0.0 0.079
H 4.500 -9.522 -2.781 0.1 0.1 0.0 0.078
H 5.461 -8.283 -3.612 -0.1 0.0 0.0 0.080
H 2.328 -7.725 -1.984 0.1 0.0 0.0 0.093
C 0.909 6.072 -2.610 0.2 -0.2 0.1 -0.057
C -0.341 5.348 -3.085 0.0 0.7 0.0 -0.490
C -0.970 6.053 -4.276 -0.1 -0.2 -0.2 -0.061
O -1.285 5.280 -2.018 0.0 -0.2 -0.1 -0.072
H 0.669 7.090 -2.288 0.0 0.0 -0.1 0.083
H 1.343 5.561 -1.748 0.0 0.0 -0.1 0.075
H 1.660 6.125 -3.401 0.0 0.0 0.0 0.081
H -0.088 4.320 -3.358 -0.1 0.0 0.2 0.138
H -1.273 7.071 -4.010 0.1 0.0 0.0 0.083
H -1.872 5.529 -4.600 0.1 0.0 0.0 0.073
H -0.276 6.105 -5.117 0.0 0.0 0.0 0.081
H -1.514 6.184 -1.767 0.1 -0.1 0.0 0.098
C 5.395 2.742 5.449 0.0 -0.3 -0.1 -0.063
C 5.142 3.726 4.317 0.0 0.2 0.7 -0.487
C 5.737 5.091 4.628 0.1 0.2 -0.2 -0.064
O 3.736 3.857 4.105 0.2 -0.1 -0.1 -0.084
H 4.930 3.089 6.377 0.1 0.1 0.0 0.082
H 4.953 1.771 5.217 0.1 0.0 0.0 0.081
H 6.464 2.608 5.623 0.0 0.0 0.0 0.080
H 5.573 3.340 3.391 -0.2 0.0 0.0 0.140
H 5.284 5.517 5.528 0.1 -0.1 0.1 0.081
H 5.539 5.790 3.812 0.0 -0.1 0.0 0.080
H 6.817 5.027 4.778 0.0 0.0 0.0 0.080
H 3.343 4.198 4.918 0.1 -0.1 0.0 0.095
C -3.305 1.702 7.885 0.1 -0.1 0.2 -0.065
C -2.578 2.628 6.922 -0.6 -0.3 -0.3 -0.501
C -3.529 3.642 6.305 0.1 0.2 0.0 -0.060
O -1.970 1.856 5.888 0.3 0.1 0.0 -0.061
H -4.084 1.136 7.366 0.0 0.1 0.0 0.082
H -2.613 0.973 8.312 0.0 0.1 0.0 0.079
H -3.767 2.264 8.700 0.0 0.0 0.0 0.079
H -1.776 3.149 7.449 0.1 -0.1 -0.1 0.136
H -4.316 3.140 5.733 0.0 -0.1 0.1 0.080
H -2.996 4.293 5.608 0.0 0.0 0.1 0.071
H -3.998 4.262 7.072 0.0 0.0 -0.1 0.080
H -2.671 1.390 5.415 0.1 0.0 0.1 0.073
C 6.256 -3.354 -6.919 0.3 0.0 -0.1 -0.066
C 5.610 -4.485 -6.134 -0.4 0.6 0.0 -0.497
C 4.136 -4.629 -6.483 -0.1 -0.3 0.0 -0.063
O 5.746 -4.234 -4.737 0.2 -0.2 0.1 -0.067
H 5.778 -2.397 -6.687 -0.1 -0.1 0.0 0.081
H 7.310 -3.255 -6.651 0.0 -0.1 0.0 0.079
H 6.183 -3.527 -7.995 0.0 0.0 0.0 0.080
H 6.130 -5.422 -6.346 0.0 0.0 0.2 0.139
H 3.587 -3.715 -6.236 0.1 0.0 -0.1 0.083
H 3.683 -5.437 -5.905 0.1 0.0 -0.1 0.070
H 4.000 -4.840 -7.546 0.0 0.0 0.0 0.080
H 5.290 -3.407 -4.537 0.0 -0.1 0.0 0.093
```
Forces are in eV/Å.